(1)
{"formula": "C2H7OS", "method": "ωB97M-V/def2-TZVPD", "e_above_lowest_kj_mol": 100.35, "gap_ev": 6.7, "total_charge": -1, "elements": ["S", "O", "C", "C", "H", "H", "H", "H", "H", "H", "H"], "xyz": [[1.447, -0.730, 0.615], [1.756, 2.140, 0.247], [-1.133, -0.177, -0.167], [-0.229, -1.346, 0.103], [1.310, 2.198, -0.638], [-0.029, -1.851, -0.832], [-0.407, -1.984, 0.928], [1.574, 1.304, 0.470], [-0.963, 0.826, 0.287], [-2.095, -0.350, 0.194], [-1.230, -0.030, -1.208]]}

=====

(2)
{"formula": "C29H39F16O10", "method": "ωB97M-V/def2-TZVPD", "gap_ev": 3.2, "total_charge": -1, "elements": ["F", "F", "F", "F", "F", "F", "F", "F", "F", "F", "F", "F", "F", "F", "F", "F", "O", "O", "O", "O", "O", "O", "O", "O", "O", "O", "C", "C", "C", "C", "C", "C", "C", "C", "C", "C", "C", "C", "C", "C", "C", "C", "C", "C", "C", "C", "C", "C", "C", "C", "C", "C", "C", "C", "C", "H", "H", "H", "H", "H", "H", "H", "H", "H", "H", "H", "H", "H", "H", "H", "H", "H", "H", "H", "H", "H", "H", "H", "H", "H", "H", "H", "H", "H", "H", "H", "H", "H", "H", "H", "H", "H", "H", "H"], "xyz": [[4.728, 4.416, -1.372], [-0.312, -1.347, -1.685], [2.853, 3.413, -1.733], [4.543, 2.292, -1.003], [-2.832, -7.629, 3.970], [-0.701, -7.526, 4.304], [-2.953, 5.970, 3.078], [-5.530, 2.185, -2.209], [-1.694, -9.450, 4.230], [-6.634, 3.753, -3.200], [-0.835, 6.326, 2.851], [9.162, -5.565, -0.664], [-2.257, 7.689, 1.959], [8.160, -6.001, -2.534], [-7.268, 1.695, -3.401], [7.192, -6.450, -0.655], [8.238, -3.266, -1.625], [-2.308, -8.153, 1.372], [-0.995, 5.196, 0.404], [-3.240, 5.417, 0.498], [-0.176, -8.606, 1.940], [-8.731, 3.417, -1.613], [3.094, 5.025, 0.622], [3.400, 2.934, 1.397], [-7.379, 2.243, -0.245], [6.182, -3.966, -1.048], [3.896, 3.454, -0.916], [-2.972, -1.402, -0.762], [-3.410, 4.683, -0.737], [0.308, 0.779, -0.571], [0.189, -8.762, 0.553], [-0.775, -0.112, -1.166], [7.746, -1.911, -1.714], [-2.010, 6.395, 2.229], [3.215, -1.802, -0.908], [2.339, -2.885, -0.459], [3.447, 3.746, 0.525], [7.971, -5.572, -1.277], [-9.272, 4.731, 0.367], [-3.395, 3.189, -0.510], [2.578, 5.429, 1.899], [2.498, -0.461, -1.177], [1.463, -3.543, 0.034], [-1.919, -0.420, -0.211], [-6.746, 2.587, -2.549], [3.696, 5.714, 2.879], [-9.679, 3.594, -0.545], [-1.995, 5.574, 0.928], [7.330, -4.174, -1.285], [-7.641, 2.724, -1.305], [0.455, -7.428, -0.107], [1.551, 0.021, -0.074], [-1.442, -8.303, 2.180], [-1.671, -8.215, 3.699], [7.664, -1.262, -0.350], [-1.531, -0.858, 0.714], [-2.655, 4.989, -1.460], [-3.726, -0.902, -1.371], [6.782, -1.897, -2.220], [-8.333, 4.510, 0.873], [1.891, 4.674, 2.278], [8.460, -1.385, -2.346], [4.028, -1.654, -0.192], [2.097, 0.751, 0.531], [-4.145, 2.915, 0.235], [6.936, -1.770, 0.282], [3.290, 6.096, 3.815], [-3.603, 2.664, -1.429], [-9.129, 5.647, -0.208], [-0.448, -6.818, -0.137], [1.936, -0.580, -2.102], [2.000, 6.331, 1.706], [-0.583, -9.326, 0.029], [1.093, -9.368, 0.559], [-4.380, 4.997, -1.123], [1.270, -0.788, 0.617], [3.254, 0.301, -1.365], [0.693, -4.268, 0.158], [4.267, 4.811, 3.092], [-2.514, -2.191, -1.357], [-3.458, -1.897, 0.081], [-9.800, 2.662, 0.006], [-0.151, 1.202, 0.338], [-10.039, 4.904, 1.121], [8.631, -1.310, 0.153], [3.700, -2.178, -1.816], [1.209, -6.869, 0.448], [-1.219, 0.417, -2.024], [7.367, -0.219, -0.447], [-10.627, 3.816, -1.031], [4.386, 6.452, 2.467], [-2.454, 0.486, 0.075], [0.806, -7.573, -1.127], [-2.428, 2.850, -0.137]]}

=====

(3)
{"formula": "C45H105N13O15Pt", "method": "ωB97M-V/def2-TZVPD", "e_above_lowest_kj_mol": 0.00, "gap_ev": [6.6, 6.4], "spin_multiplicity": 3, "total_charge": 0, "elements": ["Pt", "O", "O", "O", "O", "O", "O", "O", "O", "O", "O", "O", "O", "O", "O", "O", "N", "N", "N", "N", "N", "N", "N", "N", "N", "N", "N", "N", "N", "C", "C", "C", "C", "C", "C", "C", "C", "C", "C", "C", "C", "C", "C", "C", "C", "C", "C", "C", "C", "C", "C", "C", "C", "C", "C", "C", "C", "C", "C", "C", "C", "C", "C", "C", "C", "C", "C", "C", "C", "C", "C", "C", "C", "C", "H", "H", "H", "H", "H", "H", "H", "H", "H", "H", "H", "H", "H", "H", "H", "H", "H", "H", "H", "H", "H", "H", "H", "H", "H", "H", "H", "H", "H", "H", "H", "H", "H", "H", "H", "H", "H", "H", "H", "H", "H", "H", "H", "H", "H", "H", "H", "H", "H", "H", "H", "H", "H", "H", "H", "H", "H", "H", "H", "H", "H", "H", "H", "H", "H", "H", "H", "H", "H", "H", "H", "H", "H", "H", "H", "H", "H", "H", "H", "H", "H", "H", "H", "H", "H", "H", "H", "H", "H", "H", "H", "H", "H", "H", "H", "H", "H", "H", "H", "H", "H", "H", "H", "H", "H"], "xyz": [[-16.853, -7.795, 4.743], [-14.986, -6.767, 5.221], [-24.014, -5.798, 1.279], [-22.077, 1.491, 5.085], [-26.213, -2.635, 6.501], [-16.056, -6.938, 2.685], [-16.609, -7.248, 10.475], [-16.031, -9.553, 3.534], [-21.231, -1.369, 9.108], [-17.013, -1.362, 7.697], [-18.805, -9.029, 4.644], [-18.000, 0.070, 1.473], [-16.269, -8.987, 6.471], [-25.311, -9.719, 3.927], [-22.218, -9.676, 7.486], [-18.091, -6.109, 5.107], [-20.522, -3.463, 9.368], [-24.381, -3.892, 5.945], [-20.371, 0.080, 4.683], [-24.055, -8.298, 7.606], [-18.784, -7.917, 10.036], [-16.037, 1.052, 1.255], [-15.136, -10.709, 1.730], [-24.039, -8.848, 2.167], [-14.075, -5.294, 6.705], [-17.673, -5.767, 1.623], [-15.687, -1.794, 5.847], [-20.168, -10.603, 3.861], [-22.770, -3.965, 0.505], [-17.212, 0.892, 1.913], [-23.199, -9.208, 6.978], [-19.287, -3.975, 4.604], [-23.869, -7.808, 8.965], [-15.045, -5.695, 7.809], [-17.979, -4.641, 0.775], [-20.941, -11.732, 4.234], [-25.172, -7.710, 6.892], [-23.941, -4.634, 0.978], [-20.435, -2.217, 8.871], [-16.639, -2.069, 6.744], [-23.173, -8.008, 3.008], [-25.670, -3.489, 5.787], [-13.210, -4.201, 6.936], [-15.974, -10.277, 7.006], [-23.618, -4.852, 5.169], [-15.645, 0.363, -0.003], [-21.505, -4.602, 0.313], [-16.438, -6.011, 2.001], [-19.715, -10.458, 2.454], [-24.990, -9.685, 2.697], [-21.057, -0.697, 3.629], [-21.669, -3.934, 10.217], [-19.072, -5.231, 5.575], [-23.524, -9.130, 0.795], [-16.420, -10.875, 1.105], [-22.825, -2.609, -0.039], [-15.067, -10.008, 2.923], [-23.531, -3.380, 7.056], [-19.818, -8.272, 9.049], [-15.031, -0.481, 5.718], [-15.072, 2.149, 1.695], [-17.490, -7.583, 9.668], [-18.810, -6.625, 1.928], [-17.133, -11.150, 7.351], [-19.264, -7.965, 11.401], [-14.227, -5.787, 5.434], [-19.125, -0.508, 5.186], [-20.322, -5.890, 5.852], [-15.568, -2.762, 4.727], [-19.384, -4.395, 9.274], [-20.900, 1.112, 5.281], [-19.679, -9.816, 4.863], [-13.937, -11.209, 1.026], [-15.196, -10.210, 8.319], [-21.090, -4.728, -0.687], [-15.210, 0.083, 6.633], [-20.508, -9.891, 1.967], [-20.130, -9.304, 9.210], [-16.288, -0.472, -0.281], [-17.267, -7.778, 8.607], [-13.115, -10.494, 1.058], [-19.338, -8.999, 11.739], [-25.450, -10.304, 1.911], [-20.303, -6.616, 6.665], [-15.719, -5.281, 1.598], [-26.073, -7.753, 7.503], [-24.733, -7.890, 9.625], [-23.395, -5.695, 5.824], [-24.249, -5.197, 4.349], [-22.522, -1.968, 0.789], [-14.049, 1.784, 1.791], [-15.654, 1.106, -0.801], [-17.195, -11.000, 1.861], [-21.702, -5.627, 0.627], [-15.756, -9.480, 8.904], [-22.668, -9.788, 0.638], [-19.542, -5.300, 8.687], [-18.652, -7.639, 2.295], [-21.068, -5.155, 6.152], [-19.162, -4.715, 10.292], [-19.523, -8.103, 8.014], [-13.484, -12.063, 1.530], [-26.199, -3.866, 4.898], [-15.144, -11.121, 8.915], [-20.779, -6.392, 4.998], [-19.542, -2.032, 8.253], [-15.430, -0.019, 4.815], [-14.033, -9.911, 3.288], [-21.273, -1.723, 3.926], [-17.057, -4.423, 0.236], [-19.730, -3.105, 5.090], [-15.304, -4.916, 8.526], [-18.626, -7.423, 12.098], [-20.237, 1.543, 6.047], [-25.371, -8.263, 5.974], [-23.198, -8.525, 9.438], [-18.745, -9.974, 2.332], [-20.405, -0.769, 2.758], [-23.832, -7.327, 3.547], [-22.263, -4.650, 9.650], [-23.633, -9.480, 6.003], [-15.964, -3.754, 4.945], [-24.778, -3.918, 0.987], [-13.512, -5.357, 4.716], [-16.754, -12.154, 7.539], [-23.466, -6.798, 9.041], [-14.581, -2.823, 4.268], [-21.959, -0.197, 3.276], [-22.689, -8.685, 3.711], [-15.984, -5.907, 7.299], [-22.652, -4.437, 4.881], [-14.100, -11.332, -0.045], [-20.774, -4.253, 1.043], [-18.806, -4.902, 0.114], [-15.098, 2.962, 0.970], [-18.428, -3.870, 1.403], [-17.297, 1.460, 2.852], [-21.108, -11.820, 5.308], [-16.257, -2.495, 3.926], [-16.779, -10.066, 0.469], [-23.184, -4.221, 7.656], [-22.214, -2.478, -0.932], [-21.890, -11.660, 3.704], [-22.301, -3.105, 10.535], [-22.653, -2.872, 6.656], [-20.273, -7.559, 11.466], [-20.201, -9.986, 5.817], [-16.357, -11.783, 0.505], [-18.281, -3.604, 4.404], [-18.495, -3.891, 8.896], [-20.665, -7.646, 9.330], [-24.259, -9.567, 0.120], [-19.769, -11.448, 2.001], [-17.701, -10.895, 8.246], [-24.954, -6.707, 6.525], [-13.602, -3.329, 7.460], [-23.820, -2.278, -0.335], [-20.274, -12.530, 3.909], [-17.877, -11.162, 6.554], [-13.949, -0.611, 5.703], [-24.132, -2.761, 7.722], [-14.658, -6.628, 8.220], [-12.342, -4.503, 7.522], [-12.781, -3.824, 6.008], [-18.398, 0.155, 5.655], [-15.416, -10.904, 6.311], [-19.548, -6.175, 2.592], [-18.642, -4.829, 6.493], [-14.667, -0.114, -0.073], [-23.234, -8.150, 0.416], [-19.833, -4.135, 3.675], [-19.393, -1.395, 5.760], [-22.374, -7.449, 2.522], [-14.247, -9.675, 8.355], [-21.333, -4.381, 11.152], [-15.313, 2.608, 2.654], [-18.501, -1.067, 4.489], [-17.015, -3.076, 6.507], [-19.414, -6.920, 1.070]]}

=====

Repeat the first record exactly.
{"formula": "C2H7OS", "method": "ωB97M-V/def2-TZVPD", "e_above_lowest_kj_mol": 100.35, "gap_ev": 6.7, "total_charge": -1, "elements": ["S", "O", "C", "C", "H", "H", "H", "H", "H", "H", "H"], "xyz": [[1.447, -0.730, 0.615], [1.756, 2.140, 0.247], [-1.133, -0.177, -0.167], [-0.229, -1.346, 0.103], [1.310, 2.198, -0.638], [-0.029, -1.851, -0.832], [-0.407, -1.984, 0.928], [1.574, 1.304, 0.470], [-0.963, 0.826, 0.287], [-2.095, -0.350, 0.194], [-1.230, -0.030, -1.208]]}